1.
{"formula": "C2H4P2S", "method": "the ωB97M-V functional and the def2-TZVPD basis", "e_above_lowest_kcal_mol": 0.0, "lumo_energy_ha": [0.025, -0.087], "charge": 0, "homo_ha": [-0.24182, -0.34288], "spin_multiplicity": 3, "species": ["C", "C", "P", "P", "S", "H", "H", "H", "H"], "coordinates": [[-0.46, 0.67, 0.30], [-0.08, -0.82, 0.05], [-1.55, 0.76, 1.99], [-2.58, -1.02, 1.82], [-1.62, -1.85, 0.24], [0.40, 1.27, 0.48], [-0.86, 0.99, -0.61], [0.07, -0.99, -1.09], [0.78, -1.29, 0.72]]}

***

2.
{"formula": "C2H4S", "method": "the ωB97M-V functional and the def2-TZVPD basis", "e_above_lowest_kcal_mol": 15.1, "lumo_energy_ha": [0.043, -0.038], "charge": 0, "homo_ha": [-0.23242, -0.40112], "spin_multiplicity": 3, "species": ["C", "C", "S", "H", "H", "H", "H"], "coordinates": [[-1.43, -0.21, -0.12], [1.30, 0.51, -0.29], [-0.23, 0.70, -0.85], [-2.37, 0.11, -0.32], [-1.18, -1.00, 0.59], [2.02, 1.27, -0.57], [1.52, 0.26, 0.67]]}

***

3.
{"formula": "C2H4S2", "method": "the ωB97M-V functional and the def2-TZVPD basis", "e_above_lowest_kcal_mol": 85.5, "lumo_energy_ha": -0.003, "charge": 0, "homo_ha": -0.30671, "species": ["C", "C", "S", "S", "H", "H", "H", "H"], "coordinates": [[-0.02, -1.40, -1.00], [-0.19, 0.64, 0.16], [-1.53, -1.45, -1.90], [0.38, -1.61, -2.74], [0.11, -2.22, -0.31], [0.86, 0.73, 0.46], [-0.79, 0.12, 0.84], [-0.82, 1.16, -0.74]]}

***

4.
{"formula": "C2H5AlN2O4", "method": "the ωB97M-V functional and the def2-TZVPD basis", "lumo_energy_ha": -0.535, "charge": 2, "homo_ha": -0.68979, "species": ["Al", "O", "C", "O", "O", "H", "C", "O", "N", "N", "H", "H", "H", "H"], "coordinates": [[0.97, 0.28, -2.16], [-1.66, -1.85, -0.42], [-0.96, -1.78, -1.60], [-0.14, -0.87, -1.45], [-1.14, -2.43, -2.58], [-2.21, -2.68, -0.35], [0.85, 1.01, 0.80], [1.44, 0.68, -0.24], [-0.06, 0.22, 1.36], [1.08, 2.28, 1.15], [-0.27, -0.67, 0.92], [-0.56, 0.36, 2.19], [0.89, 2.85, 1.91], [1.78, 2.60, 0.49]]}

***

5.
{"formula": "C2H5BN2SZn", "method": "the ωB97M-V functional and the def2-TZVPD basis", "e_above_lowest_kcal_mol": 9.6, "lumo_energy_ha": -0.497, "charge": 2, "homo_ha": -0.62252, "species": ["N", "C", "B", "N", "C", "S", "H", "H", "H", "H", "H", "Zn"], "coordinates": [[-0.48, 1.29, 0.41], [0.45, 0.38, -0.25], [0.76, -0.95, 0.72], [-0.32, -1.90, 0.86], [-0.38, -2.58, -0.14], [-0.37, -3.31, -1.51], [-1.10, 1.76, -0.35], [0.11, 2.07, 0.76], [1.43, 0.89, -0.38], [0.02, 0.08, -1.22], [1.81, -1.11, 1.24], [-1.95, 3.36, -0.14]]}

***

6.
{"formula": "C2H5BO2", "method": "the ωB97M-V functional and the def2-TZVPD basis", "smiles": "C=CB(O)O", "e_above_lowest_kcal_mol": 33.6, "lumo_energy_ha": 0.011, "charge": 0, "homo_ha": -0.33481, "species": ["B", "C", "C", "O", "O", "H", "H", "H", "H", "H"], "coordinates": [[-0.42, 0.58, -0.23], [0.94, -1.28, 0.81], [-0.41, -0.58, 0.77], [0.74, 1.14, -0.52], [-1.68, 0.83, -0.82], [1.13, -2.27, 1.11], [1.85, -0.59, 0.59], [-1.42, -0.99, 1.15], [0.95, 1.60, -1.43], [-1.69, 1.55, -1.44]]}

***

7.
{"formula": "C2H5BO2", "method": "the ωB97M-V functional and the def2-TZVPD basis", "e_above_lowest_kcal_mol": 61.4, "lumo_energy_ha": [0.014, -0.115], "charge": 0, "homo_ha": [-0.24155, -0.35631], "spin_multiplicity": 3, "species": ["B", "C", "C", "O", "O", "H", "H", "H", "H", "H"], "coordinates": [[-0.80, 0.40, 0.27], [1.67, 0.14, -0.56], [0.82, 0.33, 0.44], [-1.67, 1.14, 0.85], [-1.71, -1.22, -0.65], [2.51, -0.44, -0.25], [1.41, 0.33, -1.67], [1.23, -0.13, 1.37], [-2.64, 1.00, 0.89], [-0.82, -1.55, -0.70]]}

***

8.
{"formula": "C2H5BO4", "method": "the ωB97M-V functional and the def2-TZVPD basis", "smiles": "O=C(CO)B(O)O", "e_above_lowest_kcal_mol": 39.4, "lumo_energy_ha": -0.008, "charge": 0, "homo_ha": -0.32039, "species": ["B", "C", "C", "O", "O", "O", "O", "H", "H", "H", "H", "H"], "coordinates": [[0.78, -0.17, 1.02], [1.04, -0.11, -0.51], [-0.57, 0.31, -1.31], [1.90, -0.15, -1.31], [1.44, 0.75, 1.68], [0.00, -1.19, 1.46], [-0.21, 0.08, -2.69], [-1.24, -0.21, -0.76], [-0.55, 1.43, -1.25], [1.49, 0.51, 2.68], [-0.19, -1.29, 2.46], [0.78, 0.09, -2.66]]}

***

9.
{"formula": "C2H5Br2", "method": "the ωB97M-V functional and the def2-TZVPD basis", "lumo_energy_ha": [0.028, -0.006], "charge": 0, "homo_ha": [-0.29974, -0.38311], "spin_multiplicity": 2, "species": ["H", "Br", "C", "C", "Br", "H", "H", "H", "H"], "coordinates": [[-1.12, -0.33, 1.57], [0.30, -0.43, 1.83], [-3.23, 2.00, -1.15], [-2.16, 0.96, -1.26], [-0.36, 1.41, -1.57], [-4.18, 1.47, -1.21], [-3.17, 2.50, -0.17], [-3.21, 2.78, -1.93], [-2.42, -0.05, -1.55]]}

***

10.
{"formula": "C2H5Br3Si", "method": "the ωB97M-V functional and the def2-TZVPD basis", "e_above_lowest_kcal_mol": 167.0, "lumo_energy_ha": [-0.033, -0.033], "charge": 0, "homo_ha": [-0.32320, -0.32299], "species": ["C", "C", "Si", "Br", "Br", "Br", "H", "H", "H", "H", "H"], "coordinates": [[-0.50, 0.43, 0.64], [1.82, 0.41, -0.14], [-1.78, -0.67, -0.33], [2.43, 2.00, -0.72], [2.78, -0.06, 1.48], [1.98, -1.07, -1.38], [-0.65, 1.47, 0.57], [-0.14, 0.17, 1.58], [-2.40, -1.65, 0.57], [-0.67, -1.12, -1.30], [-2.85, 0.10, -0.98]]}

***

11.
{"formula": "C2H5BrNP", "method": "the ωB97M-V functional and the def2-TZVPD basis", "smiles": "[H]/N=P/[H].C=CBr", "e_above_lowest_kcal_mol": 62.4, "lumo_energy_ha": -0.001, "charge": 0, "homo_ha": -0.32232, "species": ["C", "C", "N", "P", "Br", "H", "H", "H", "H", "H"], "coordinates": [[0.84, -1.86, -0.65], [0.79, -0.85, 0.22], [-1.79, 1.55, 0.80], [-0.88, 2.04, -0.36], [2.03, 0.61, -0.14], [-0.04, -2.61, -0.54], [-2.13, 0.51, 0.88], [1.69, -2.11, -1.32], [-0.02, -0.64, 0.94], [-0.49, 3.35, 0.18]]}

***

12.
{"formula": "C2H5BrNP", "method": "the ωB97M-V functional and the def2-TZVPD basis", "e_above_lowest_kcal_mol": 49.7, "lumo_energy_ha": [0.006, -0.121], "charge": 0, "homo_ha": [-0.26562, -0.32595], "spin_multiplicity": 3, "species": ["C", "C", "N", "P", "Br", "H", "H", "H", "H", "H"], "coordinates": [[-0.86, -0.07, 0.18], [0.24, 0.48, -0.72], [1.38, 0.71, -0.08], [2.57, 1.75, -0.20], [-0.58, 1.64, -2.18], [-1.08, 0.52, 1.08], [-1.75, -0.13, -0.27], [-0.42, -0.95, 0.52], [0.50, -0.68, -1.90], [3.30, 1.33, 1.11]]}

***

13.
{"formula": "C2H5BrO", "method": "the ωB97M-V functional and the def2-TZVPD basis", "smiles": "OCCBr", "e_above_lowest_kcal_mol": 15.7, "lumo_energy_ha": 0.028, "charge": 0, "homo_ha": -0.36299, "species": ["C", "C", "O", "Br", "H", "H", "H", "H", "H"], "coordinates": [[-0.50, 0.12, -0.44], [0.49, -0.68, 0.33], [-0.31, 1.48, -0.04], [2.24, 0.10, -0.23], [-1.51, -0.26, -0.07], [-0.45, 0.14, -1.57], [0.47, -1.77, 0.07], [0.61, -0.69, 1.36], [-1.05, 1.56, 0.59]]}

***

14.
{"formula": "C2H5BrS", "method": "the ωB97M-V functional and the def2-TZVPD basis", "e_above_lowest_kcal_mol": 10.9, "lumo_energy_ha": 0.029, "charge": 0, "homo_ha": -0.33870, "species": ["C", "C", "S", "Br", "H", "H", "H", "H", "H"], "coordinates": [[0.67, 0.79, 0.36], [-0.39, -0.05, -0.33], [0.07, -1.87, -0.50], [-0.96, 0.49, -1.97], [1.49, 0.79, -0.28], [0.36, 1.82, 0.74], [0.99, 0.28, 1.39], [-1.36, -0.08, 0.27], [-0.87, -2.18, 0.33]]}

***

15.
{"formula": "C2H5BrSi", "method": "the ωB97M-V functional and the def2-TZVPD basis", "smiles": "C#C[SiH3].Br", "e_above_lowest_kcal_mol": 65.5, "lumo_energy_ha": 0.015, "charge": 0, "homo_ha": -0.38854, "species": ["C", "C", "Si", "Br", "H", "H", "H", "H", "H"], "coordinates": [[0.57, -0.11, -0.66], [0.26, -0.94, -1.42], [1.39, 1.17, 0.29], [-3.01, -0.85, 1.21], [-3.64, -2.12, 0.62], [-0.15, -1.80, -2.00], [0.55, 2.34, 0.55], [2.65, 1.73, -0.24], [1.38, 0.59, 1.65]]}

***

16.
{"formula": "C2H5BrSi", "method": "the ωB97M-V functional and the def2-TZVPD basis", "e_above_lowest_kcal_mol": 72.3, "lumo_energy_ha": [-0.028, -0.028], "charge": 0, "homo_ha": [-0.31544, -0.31549], "species": ["C", "C", "Si", "Br", "H", "H", "H", "H", "H"], "coordinates": [[-0.25, -1.06, 0.74], [0.77, -0.20, 0.57], [0.68, 1.39, -0.43], [2.69, 2.13, -0.46], [0.04, -2.08, 1.19], [-1.27, -0.98, 0.30], [1.75, -0.47, 0.84], [-0.29, 2.58, -0.24], [-0.72, 0.36, -2.21]]}

***

17.
{"formula": "C2H5Cl2N", "method": "the ωB97M-V functional and the def2-TZVPD basis", "e_above_lowest_kcal_mol": 111.4, "lumo_energy_ha": 0.002, "charge": 0, "homo_ha": -0.35523, "species": ["C", "C", "H", "H", "H", "H", "H", "N", "Cl", "Cl"], "coordinates": [[-1.26, -1.03, 0.53], [0.12, -0.10, 0.73], [-1.09, -0.19, -1.95], [-2.63, -1.38, -0.69], [-1.06, -2.02, 1.24], [-1.88, -0.43, 1.18], [0.28, -0.01, 1.79], [-1.98, -0.51, -0.69], [1.66, -0.71, -0.25], [-0.06, 1.55, 0.00]]}

***

18.
{"formula": "C2H5Cl2NOS", "method": "the ωB97M-V functional and the def2-TZVPD basis", "e_above_lowest_kcal_mol": 56.8, "lumo_energy_ha": [-0.090, -0.069], "charge": 0, "homo_ha": [-0.36146, -0.36188], "species": ["C", "C", "N", "O", "S", "Cl", "Cl", "H", "H", "H", "H", "H"], "coordinates": [[-0.80, -0.67, -0.80], [-1.48, 0.18, 0.22], [1.41, 0.57, 1.35], [2.08, 1.36, -0.97], [1.53, 0.32, -0.14], [-1.60, 1.87, -0.42], [2.65, -1.62, -0.26], [-0.87, -1.73, -0.64], [-1.14, -0.43, -1.87], [-0.99, 0.36, 1.24], [-2.53, -0.06, 0.29], [1.75, -0.14, 1.99]]}

***

19.
{"formula": "C2H5Cl2O3PSi", "method": "the ωB97M-V functional and the def2-TZVPD basis", "lumo_energy_ha": [0.220, 0.219], "charge": -2, "homo_ha": [0.05053, -0.02058], "spin_multiplicity": 3, "species": ["C", "C", "O", "O", "O", "Si", "P", "Cl", "Cl", "H", "H", "H", "H", "H"], "coordinates": [[-0.64, -1.36, 1.53], [2.15, -0.55, -1.23], [-1.02, 1.22, 0.03], [0.01, 2.84, -1.76], [-1.14, 0.67, -2.57], [-0.83, 0.49, 1.41], [-0.21, 1.36, -1.61], [3.36, 0.58, -1.73], [1.90, -1.69, -2.60], [-0.35, -1.53, 0.44], [0.14, -1.98, 1.98], [-1.55, -1.75, 1.90], [-2.13, 0.86, 2.03], [0.32, 0.84, 2.18]]}

***

20.
{"formula": "C2H5Cl3Si2", "method": "the ωB97M-V functional and the def2-TZVPD basis", "e_above_lowest_kcal_mol": 83.5, "lumo_energy_ha": [-0.022, -0.073], "charge": 0, "homo_ha": [-0.38003, -0.26545], "species": ["C", "C", "Si", "Si", "Cl", "Cl", "Cl", "H", "H", "H", "H", "H"], "coordinates": [[0.25, -0.40, 1.93], [0.02, -0.34, -1.30], [-1.58, 0.51, -0.90], [1.15, -0.24, 0.33], [-3.11, -0.33, 0.13], [2.83, -1.24, -0.50], [1.70, 1.75, 0.06], [0.01, 0.62, 2.31], [-0.44, -1.19, 2.12], [-0.03, -1.35, -1.83], [0.49, 0.34, -2.05], [-1.30, 1.87, -0.32]]}

***

| no. | molar mass (g mol⁻¹) | F_max (eV Å⁻¹) |
| --- | --- | --- |
| 1 | 122.07 | 3.86 |
| 2 | 60.12 | 4.51 |
| 3 | 92.19 | 5.18 |
| 4 | 148.05 | 8.67 |
| 5 | 165.34 | 2.53 |
| 6 | 71.87 | 7.00 |
| 7 | 71.87 | 10.59 |
| 8 | 103.87 | 7.63 |
| 9 | 188.87 | 0.75 |
| 10 | 296.86 | 4.18 |
| 11 | 153.95 | 2.88 |
| 12 | 153.95 | 6.67 |
| 13 | 124.96 | 4.14 |
| 14 | 141.03 | 4.06 |
| 15 | 137.05 | 5.77 |
| 16 | 137.05 | 3.87 |
| 17 | 113.97 | 5.10 |
| 18 | 162.04 | 2.28 |
| 19 | 207.03 | 2.36 |
| 20 | 191.59 | 3.42 |